{"formula": "C40H80N8OPV", "method": "the ωB97M-V functional and the def2-TZVPD basis", "elements": ["C", "N", "H", "H", "H", "N", "H", "H", "H", "N", "H", "H", "H", "C", "H", "H", "C", "H", "H", "H", "C", "C", "C", "C", "H", "C", "H", "H", "H", "H", "H", "H", "C", "N", "C", "C", "H", "H", "H", "H", "C", "H", "H", "O", "H", "C", "C", "C", "H", "H", "C", "N", "H", "C", "H", "C", "H", "C", "C", "C", "H", "H", "H", "H", "H", "H", "H", "H", "H", "H", "H", "N", "H", "C", "H", "H", "C", "H", "H", "H", "C", "H", "H", "C", "H", "H", "P", "N", "H", "C", "H", "H", "C", "H", "C", "H", "C", "C", "H", "H", "H", "H", "H", "H", "H", "C", "H", "C", "H", "H", "C", "C", "H", "H", "C", "H", "N", "V", "C", "C", "H", "H", "H", "C", "C", "C", "H", "H", "H", "H", "H"], "coordinates": [[-1.3467, 3.4015, 2.7893], [-0.8736, -3.0988, -2.6669], [-2.9009, 4.8014, -3.1967], [3.3124, 1.4067, 1.0401], [-0.7177, -4.3501, -4.3027], [-0.5055, -1.2226, -1.3419], [-2.2072, 3.8770, 3.2605], [1.4601, 4.0537, 3.0083], [-0.0967, -1.9612, 4.0466], [-0.6694, 2.4746, -3.7336], [-4.2342, -2.5045, -2.3102], [0.7570, 2.1051, 4.4796], [-2.1285, -0.5599, 1.2866], [1.6579, 3.4240, 2.1435], [-3.2212, -0.2212, -1.9538], [-3.0082, -2.2969, -1.0575], [-1.1030, -0.2661, 1.4539], [-5.4705, -0.4097, -2.6833], [-0.7755, -5.5943, -1.4913], [4.0886, 1.3263, -3.8864], [3.2091, 1.4789, 2.1264], [-2.9381, 2.1306, 1.3749], [-0.4168, -4.3779, -3.2557], [1.7091, 1.7698, 4.0745], [5.5424, -1.3825, -1.8858], [4.3929, 2.8218, -1.8013], [-3.3533, -3.8990, -1.6991], [-4.2207, 3.0135, -3.8919], [1.0886, -4.0654, -1.1856], [1.0259, -4.4135, 2.3238], [1.7928, -3.3491, 1.1633], [-1.3850, 0.7104, -4.6394], [-5.0387, 0.5841, -2.7864], [2.0881, 0.0758, -0.9686], [-1.1607, -3.4369, 1.1208], [-0.8071, 4.5358, -0.7413], [3.4926, 0.5256, 2.5701], [2.5843, 3.7847, 1.6974], [5.2492, 2.1632, -1.7112], [4.4000, 3.3084, -2.7761], [-0.1981, 1.9572, -6.0220], [2.4997, 2.3591, 4.5403], [-2.4908, -3.2649, -3.9279], [-0.7948, 1.4024, -1.3591], [-2.9365, 2.2102, -4.8025], [4.6359, 0.4741, -3.4959], [-1.0049, -5.5927, -2.5584], [-2.8111, 4.7282, -2.1123], [4.5289, -0.3527, -4.1992], [-2.1705, -1.6306, -3.4296], [-2.2211, -2.6624, -3.0631], [3.1508, 2.0725, -1.5713], [-2.1382, -2.9521, 1.1090], [-0.2993, 3.4761, -5.8128], [-3.3668, 6.6442, -1.2420], [-1.7090, 5.6375, -0.1992], [-3.7381, 4.3108, -1.7115], [-3.7500, 0.7324, -1.9779], [3.0846, 0.7352, -1.5945], [-0.0372, 3.6631, -4.3235], [-0.7930, -3.5655, 3.8169], [2.1147, -0.7660, 1.8831], [-0.9080, 1.6094, -6.7693], [-5.4372, 1.1716, -4.8603], [0.6692, -4.4006, -3.2577], [-3.7102, 2.7586, 1.8209], [2.3725, 3.7638, -0.6638], [0.3478, 0.7046, -4.3032], [-3.0227, 1.9266, 4.1349], [-0.4695, 4.5727, -3.9099], [1.3742, 3.1258, -1.9957], [-1.6670, 3.8554, -1.7192], [-1.1434, 6.4477, 0.2566], [-0.1405, -2.4081, -1.8015], [-0.4769, 3.8186, 0.0084], [-0.5952, -6.5032, -2.9934], [-0.0189, -1.1855, 1.5909], [-1.4871, 1.0880, 4.3414], [1.7985, -2.9419, 2.8756], [-1.0470, 4.0375, 1.9600], [-0.4857, 1.3289, -4.6414], [-2.0875, -5.6343, -2.6739], [1.8566, 0.7276, 4.3631], [-3.2595, -2.8475, -1.9645], [3.9300, 2.2143, 2.4805], [1.4969, -2.5259, -0.4595], [-1.5167, 2.3734, -2.3488], [-2.9688, 1.7370, -2.7264], [-1.8296, 6.6559, -2.1003], [-3.6607, 2.0832, -3.9987], [-5.7836, 1.3021, -2.4417], [0.8601, 3.6004, 1.4308], [-2.2949, 1.2874, 3.6351], [2.2665, -0.9113, -1.0722], [-0.7339, -2.5615, 3.3958], [-2.3970, 5.2357, 0.5474], [1.1673, -2.9977, -1.3781], [2.0185, 2.8625, -1.1587], [-2.6307, 2.5944, 0.4341], [-2.7871, 0.3427, 3.4025], [-0.8454, -3.5897, 0.0929], [-3.4027, 1.1670, 1.1689], [-3.9422, 1.0503, -0.9574], [0.7935, 1.6730, -6.3708], [5.6924, 0.7270, -3.4138], [-1.7780, 2.0007, 2.3614], [-0.5522, 3.3944, 3.5279], [-2.4738, 6.0602, -1.4510], [4.2001, -1.4811, -0.7642], [4.4657, 3.5850, -1.0283], [-0.6927, 1.0402, 1.8442], [-4.6047, 0.9104, -4.2109], [1.0404, 3.6716, -4.1221], [-1.3894, -0.9148, -1.7249], [1.1948, -3.3666, 2.0722], [-1.2989, -4.4228, 1.5655], [4.0764, 0.0516, -2.2079], [0.2605, 0.3173, -0.2180], [4.4595, -1.2951, -1.8052], [0.7409, 0.9796, 1.9831], [-1.2992, 3.8357, -6.0574], [-1.7387, -2.1379, 3.3970], [0.0724, 4.9816, -1.2214], [1.1127, -0.3909, 1.7640], [1.7988, 1.9392, 2.5404], [-0.1543, -2.6536, 1.9609], [1.9133, -2.8566, -2.1610], [4.0144, -2.0546, -2.4526], [0.4068, 4.0310, -6.4268], [-4.0772, 0.0668, -4.6638], [1.4264, 2.3308, -0.4135]], "forces_ev_per_a": [[-0.04, 0.06, -0.04], [-0.02, 0.00, 0.03], [0.02, 0.04, 0.00], [0.00, 0.02, 0.04], [0.01, -0.04, 0.00], [0.28, -0.20, 0.25], [-0.01, 0.02, -0.01], [0.01, -0.01, 0.01], [0.00, 0.01, 0.01], [0.08, -0.02, 0.18], [0.00, 0.00, -0.02], [-0.04, 0.02, -0.01], [0.01, 0.04, -0.06], [-0.02, 0.03, -0.02], [0.08, -0.02, 0.05], [0.01, 0.01, 0.01], [0.07, 0.01, 0.17], [-0.01, 0.00, 0.02], [0.02, 0.00, 0.00], [0.00, 0.00, -0.02], [0.02, 0.02, -0.04], [-0.03, 0.01, -0.02], [-0.02, 0.07, -0.05], [0.05, 0.01, 0.00], [0.00, 0.00, -0.02], [-0.02, -0.04, 0.06], [0.01, 0.00, 0.01], [-0.02, 0.01, 0.02], [-0.01, 0.02, 0.01], [-0.01, 0.00, 0.02], [-0.02, -0.03, 0.05], [0.00, -0.02, 0.00], [-0.02, -0.05, 0.01], [0.11, 0.09, -0.20], [0.00, -0.03, -0.01], [0.10, -0.01, -0.06], [0.01, 0.00, 0.01], [0.01, 0.00, 0.02], [0.02, 0.00, 0.00], [0.02, 0.00, 0.00], [-0.03, -0.02, -0.03], [-0.01, 0.01, 0.01], [-0.04, 0.02, 0.00], [-0.10, 0.40, 0.32], [-0.08, 0.04, 0.00], [-0.02, 0.02, 0.02], [0.00, -0.01, 0.00], [-0.03, -0.05, 0.06], [0.01, 0.01, -0.01], [-0.02, 0.03, 0.08], [0.06, -0.04, -0.03], [0.02, -0.02, -0.11], [-0.01, 0.03, -0.01], [0.01, 0.02, -0.01], [0.00, 0.00, 0.02], [0.02, 0.03, -0.02], [0.00, 0.01, -0.05], [-0.03, 0.11, 0.08], [0.23, 0.04, 0.24], [-0.10, 0.08, 0.00], [0.00, -0.01, 0.00], [0.00, -0.02, -0.08], [0.01, -0.01, -0.02], [0.00, -0.02, -0.01], [-0.01, -0.03, 0.02], [0.00, 0.01, 0.01], [-0.03, 0.04, -0.09], [-0.01, 0.00, 0.01], [-0.01, 0.00, -0.01], [0.02, 0.01, -0.02], [-0.06, -0.01, -0.03], [-0.14, -0.09, 0.05], [0.00, 0.01, 0.00], [-0.09, -0.01, -0.31], [0.01, 0.02, 0.02], [0.00, 0.00, -0.02], [-0.04, -0.17, 0.05], [0.01, 0.01, 0.00], [0.00, 0.02, 0.00], [-0.02, -0.04, 0.03], [0.03, -0.01, 0.05], [0.00, 0.00, 0.00], [0.00, -0.01, 0.00], [-0.02, 0.00, 0.00], [0.00, -0.01, 0.03], [0.00, 0.05, -0.05], [0.02, -0.37, -0.26], [0.22, 0.01, -0.31], [0.00, 0.00, -0.01], [0.07, -0.07, -0.06], [0.01, 0.03, -0.02], [0.03, -0.01, -0.01], [-0.02, 0.02, 0.02], [-0.10, -0.10, -0.11], [-0.01, -0.05, 0.03], [-0.01, -0.02, -0.01], [0.01, 0.06, 0.05], [-0.05, 0.04, -0.01], [0.03, -0.03, 0.02], [0.01, -0.02, -0.01], [0.01, -0.03, 0.02], [-0.01, -0.03, -0.07], [0.01, 0.02, 0.08], [0.02, 0.02, 0.03], [0.01, -0.01, -0.01], [0.10, 0.03, 0.04], [0.02, -0.04, 0.03], [-0.03, 0.03, -0.01], [0.00, 0.00, 0.00], [0.03, 0.01, -0.02], [-0.04, 0.03, 0.01], [-0.07, 0.09, 0.00], [0.01, -0.03, 0.02], [-0.05, 0.07, 0.01], [0.05, -0.02, 0.03], [-0.01, 0.01, 0.03], [-0.05, 0.06, 0.06], [-0.50, 0.09, -0.41], [-0.01, 0.00, 0.03], [0.15, 0.04, -0.17], [-0.01, -0.01, 0.02], [0.00, 0.02, 0.00], [-0.02, -0.06, 0.00], [0.07, -0.18, 0.26], [0.04, -0.09, 0.00], [-0.04, 0.10, -0.04], [0.02, 0.00, -0.03], [-0.01, -0.02, 0.01], [-0.01, 0.00, -0.01], [0.04, 0.00, 0.02], [-0.06, 0.00, 0.18]], "fmax_ev_per_a": 0.66, "mol_weight_g_mol": 771.1, "orbital_gap_ev": [7.27, 8.17], "energy_ev": -91704.687, "total_charge": 3, "e_above_lowest_kcal_mol": 0.0, "spin_multiplicity": 2, "e_homo_ev": [-16.562, -16.551]}